<w>
19
Properties=species:S:1:pos:R:3 method="wB97M-V/def2-TZVPD" gap_ev=8.96 total_charge=0
H -0.58 -2.02 -0.01
O -2.94 1.03 0.13
H 1.47 1.41 0.56
H 1.95 -1.57 0.00
H -3.29 0.16 0.38
H 1.35 -0.87 1.51
H 1.68 -0.23 -2.02
C 1.98 -0.70 0.65
H -2.28 -1.56 -0.02
H -0.16 2.06 -0.56
H 1.04 1.44 -1.99
N -0.84 0.00 0.23
C 1.47 0.64 -1.41
O -1.12 2.17 -0.33
C -1.31 -1.34 0.44
H -1.37 -1.56 1.51
C 1.52 0.53 -0.08
H 3.01 -0.56 1.00
C -1.60 0.98 0.02

=====

<x>
19
Properties=species:S:1:pos:R:3 method="wB97M-V/def2-TZVPD" gap_ev=9.87 total_charge=0
H -0.13 2.22 -0.63
H -2.18 0.67 2.50
H -1.07 1.44 -1.70
N 0.30 -0.77 -0.38
H -0.38 -0.39 2.20
O -1.62 1.34 2.06
H 0.33 1.19 1.86
C 0.08 -2.03 -1.20
C -0.91 1.50 -0.63
C -0.80 0.11 0.06
H -0.85 -2.35 -1.00
H 0.09 -1.90 -2.25
O 2.48 -0.75 -1.19
H 1.70 0.90 -0.22
C 1.53 -0.17 -0.58
H -1.78 -0.40 0.05
H 0.79 -2.72 -0.71
H -1.73 2.22 -0.05
C -0.53 0.56 1.63

=====

<y>
19
Properties=species:S:1:pos:R:3 method="wB97M-V/def2-TZVPD" gap_ev=10.32 total_charge=0
H -1.83 -1.66 1.38
C -0.63 0.64 -2.17
C -1.73 -0.61 1.10
H 1.81 -1.47 -0.54
O -0.99 -0.56 -0.13
H -0.32 1.61 -2.55
C 1.74 0.61 0.43
H -1.16 -0.10 1.88
H 0.94 -1.18 2.24
H 1.24 1.01 1.31
H 0.16 -0.08 -2.36
H 2.82 0.65 0.60
H -1.54 0.33 -2.68
C 1.44 -1.02 0.38
C -0.90 0.76 -0.70
H 1.63 1.17 -0.51
N 1.35 -1.70 1.46
O -1.32 1.75 -0.14
H -2.71 -0.15 1.00

=====

<z>
19
Properties=species:S:1:pos:R:3 method="wB97M-V/def2-TZVPD" gap_ev=6.70 total_charge=0
H 0.92 0.39 2.13
H -2.33 -0.69 -1.27
H -1.42 2.42 0.32
O 1.89 -1.36 0.64
O -0.38 -0.34 -0.76
C -0.85 0.43 0.87
C -1.38 -1.23 -1.19
C 1.45 -0.20 0.15
C -1.70 1.50 0.81
N 2.14 0.34 -0.89
H 2.40 -0.31 -1.62
H -1.54 -2.05 -0.48
H -2.68 1.44 1.27
H 1.64 1.13 -1.30
H 2.52 -1.76 0.01
C 0.70 0.66 1.10
H -1.19 -0.43 1.44
H 0.94 1.71 0.94
H -1.11 -1.65 -2.16

=====

Structures ranked by computed energy, the most stable listed first: <y>, <w>, <x>, <z>.

=====

<w>
19
Properties=species:S:1:pos:R:3 method="wB97M-V/def2-TZVPD" gap_ev=9.23 total_charge=0
O 1.35 -1.47 -0.57
N -1.03 -0.36 2.21
H 0.08 -2.34 -2.90
C -2.07 1.79 1.79
C 0.91 -1.64 -2.92
C 0.92 -0.97 -1.58
H 0.80 -0.93 -3.73
H -0.46 -1.13 1.89
H -2.89 1.29 1.28
H -2.34 1.99 2.83
O 0.36 0.24 -1.60
H 1.81 -2.26 -3.01
H 1.21 0.72 1.31
H -1.88 2.74 1.29
C 0.32 1.33 1.23
H -1.95 -0.63 2.50
C -0.84 0.92 1.73
H 0.25 0.55 -0.67
H 0.41 2.34 0.83

=====

<x>
19
Properties=species:S:1:pos:R:3 method="wB97M-V/def2-TZVPD" gap_ev=9.93 total_charge=0
H -2.66 -0.23 0.26
C -0.68 0.99 -2.26
C -1.90 -0.09 1.04
C 1.93 -0.34 1.58
H -1.74 1.26 -2.24
C -0.61 -0.66 0.60
H -2.25 -0.61 1.94
H 1.99 -0.21 2.67
H 2.78 0.21 1.17
H -0.59 -0.04 -2.63
H -1.80 0.97 1.27
H -0.59 -1.75 0.57
H -0.16 1.65 -2.96
O -0.15 1.20 -0.97
O 1.23 -0.83 -1.02
N 0.69 0.24 1.11
C 0.40 0.01 -0.25
H 2.05 -0.35 -1.21
H 2.06 -1.40 1.35

=====

<y>
19
Properties=species:S:1:pos:R:3 method="wB97M-V/def2-TZVPD" gap_ev=10.30 total_charge=0
H -0.07 -0.97 1.75
H 0.40 0.51 -1.96
O -0.26 1.71 0.81
C 0.36 1.45 -0.22
H -2.54 -1.33 -0.93
H 2.35 1.84 -1.04
H -2.20 -1.14 0.84
C -0.45 -0.90 -0.48
H -0.20 -1.42 -1.42
C 0.35 -1.27 0.79
N 0.04 0.40 -1.03
C 1.54 2.31 -0.48
H -2.25 0.22 -0.15
H -0.38 -3.11 1.09
H 1.93 2.75 0.45
H 1.20 3.30 -0.80
H 1.40 -0.99 0.77
O 0.42 -2.71 0.72
C -1.94 -0.82 -0.17

=====

<z>
19
Properties=species:S:1:pos:R:3 method="wB97M-V/def2-TZVPD" gap_ev=9.60 total_charge=0
H 2.26 0.17 -0.35
H 1.36 -1.92 0.74
H 2.20 -2.32 -0.75
C -1.15 0.04 -1.18
H 1.40 -0.24 -1.82
C 1.33 -1.81 -0.34
N 0.02 0.48 -0.44
O 1.11 0.30 1.69
H -2.13 0.46 1.38
H -1.88 2.11 0.75
H -1.67 -0.80 -0.70
C -1.46 1.32 1.36
O 0.90 1.66 1.37
H -1.34 1.71 2.37
H -0.82 -0.29 -2.16
H -1.85 0.86 -1.31
C -0.10 0.93 0.83
C 1.39 -0.35 -0.74
H 0.43 -2.30 -0.71

=====

Structures ranked by computed energy, the most stable listed first: <w>, <y>, <x>, <z>.

=====

<w>
19
Properties=species:S:1:pos:R:3 method="wB97M-V/def2-TZVPD" gap_ev=10.09 total_charge=0
C 1.43 1.53 -1.52
H 1.99 -0.95 -0.65
H -1.06 -0.44 -1.01
H 0.00 1.25 0.05
C 0.51 -1.47 0.67
N 0.29 -2.59 1.02
H -1.72 0.22 2.38
C -2.15 -0.05 1.40
H -2.22 0.86 0.79
H 1.94 0.03 0.83
C 1.33 -0.43 0.05
H 0.85 2.31 -2.01
H -0.82 -2.45 1.16
H -3.18 -0.41 1.57
H 2.19 2.00 -0.89
O -1.41 -1.05 0.75
C 0.51 0.65 -0.71
H 1.93 0.94 -2.30
O -0.43 0.06 -1.57

=====

<x>
19
Properties=species:S:1:pos:R:3 method="wB97M-V/def2-TZVPD" gap_ev=10.38 total_charge=0
H 1.82 0.45 1.73
C 0.75 0.00 1.93
C 0.01 0.63 -1.76
O -1.07 1.08 -1.95
C -1.59 0.01 0.83
H 1.80 -0.05 -0.65
H 0.89 1.40 -3.48
H -2.01 0.62 1.68
O 0.99 1.01 -2.57
H -0.47 -1.77 -1.31
N 0.45 -1.60 -0.90
H -1.71 -1.01 1.20
H 0.23 0.47 2.87
H -2.11 0.26 -0.03
H 0.50 -2.11 -0.05
C 0.63 -0.15 -0.68
H 0.94 -1.10 1.87
H 0.03 1.53 0.66
C -0.05 0.34 0.62

=====

Structures ranked by computed energy, the most stable listed first: <x>, <w>.

=====

<w>
19
Properties=species:S:1:pos:R:3 method="wB97M-V/def2-TZVPD" gap_ev=10.62 total_charge=0
H 0.10 -2.52 -0.23
C -0.02 -1.75 -0.99
H -0.16 0.71 -1.91
H 1.52 -0.58 0.87
C -2.27 -0.14 0.92
H -0.87 -2.02 -1.61
C 1.04 0.19 0.25
H -2.89 -0.41 1.77
H 1.79 1.91 1.31
C -0.26 -0.38 -0.34
H 0.27 1.25 1.95
N -1.11 -0.62 0.87
H 0.26 2.19 0.45
H -2.72 0.48 0.15
H 0.87 -1.73 -1.61
C 0.83 1.47 1.04
O -0.83 0.54 -1.23
H 2.59 1.00 -0.71
O 1.86 0.42 -0.94

=====

<x>
19
Properties=species:S:1:pos:R:3 method="wB97M-V/def2-TZVPD" gap_ev=9.84 total_charge=0
H 1.86 -0.68 1.73
H 1.24 2.22 0.65
H 0.27 -1.41 1.46
H -1.09 -0.92 -0.23
H 2.06 -0.63 -1.20
H 2.65 1.21 0.30
O 1.15 -0.78 -0.90
H -2.85 -1.05 0.64
H -0.85 0.88 -1.41
O -1.40 1.51 0.46
N -2.92 -1.49 -1.39
C -0.81 0.77 -0.32
H -2.26 -1.66 -2.16
C 0.82 -0.46 1.44
C 1.63 1.43 0.00
C 0.76 0.18 0.06
H 0.40 0.20 2.20
C -2.33 -1.15 -0.32
H 1.67 1.82 -1.03

=====

Structures ranked by computed energy, the most stable listed first: <w>, <x>.

=====

<w>
19
Properties=species:S:1:pos:R:3 method="wB97M-V/def2-TZVPD" gap_ev=9.83 total_charge=0
H -2.84 -1.45 1.35
C -0.17 0.50 0.34
H -2.74 0.31 1.11
O -0.27 -1.96 0.75
H 2.30 -0.58 -1.65
H -1.25 -0.90 -0.63
O -0.53 1.55 0.82
C -2.19 -0.58 1.39
C -1.00 -0.79 0.47
C 0.92 1.67 -1.47
N 0.70 0.43 -0.75
H 1.62 -1.36 -0.21
H -1.85 -0.45 2.42
H -0.04 2.18 -1.57
H 2.65 0.08 -0.03
H 1.32 1.43 -2.45
C 1.89 -0.41 -0.65
H -0.13 -2.00 1.71
H 1.62 2.34 -0.96

=====

<x>
19
Properties=species:S:1:pos:R:3 method="wB97M-V/def2-TZVPD" gap_ev=9.26 total_charge=0
H 0.73 -1.15 1.68
O 0.16 -2.82 -0.05
C 0.57 -0.35 0.93
H 2.55 -0.30 -2.10
H 0.49 1.60 2.17
C -1.09 0.32 -0.63
H 2.40 0.89 -1.16
H -2.08 -0.11 -0.87
O 2.01 0.57 -1.95
C -1.27 1.27 0.61
H -2.34 1.32 0.96
H 1.73 -0.25 0.60
H -0.94 -2.51 -1.59
H -1.09 2.32 0.09
C -0.16 0.83 1.68
H -0.64 0.83 -1.61
H -0.65 0.30 2.52
C -0.31 -2.04 -0.86
N -0.07 -0.72 -0.42

=====

<y>
19
Properties=species:S:1:pos:R:3 method="wB97M-V/def2-TZVPD" gap_ev=9.85 total_charge=0
H 2.77 0.52 0.01
H 2.32 0.31 1.71
C 2.13 -0.05 0.69
H 2.46 -1.10 0.64
O -0.29 -1.64 -1.05
C -1.01 1.44 -1.25
C 0.26 1.29 -0.49
H -1.30 -0.85 2.00
C -1.39 -1.20 0.97
H 0.28 -2.42 -1.08
H 1.05 1.92 -0.88
H -1.07 2.45 -1.67
O 0.05 1.20 0.98
H -1.89 1.31 -0.62
H -1.05 0.74 -2.09
H -2.14 -0.60 0.45
C 0.67 0.09 0.34
N -0.09 -1.19 0.32
H -1.76 -2.23 1.01

=====

Structures ranked by computed energy, the most stable listed first: <w>, <x>, <y>.